Here is a cluster of 8 separate species, C42H59BClF7N7O30P2 in total from the OMol25 dataset. Energies are from ωB97M-V with the def2-TZVPD basis set.

Summary:
Net charge: +1
E: -167151.026 eV
LUMO: -4.70 eV
E_HOMO: -11.21 eV

Last column: Mulliken charge in e.
Atoms and positions in Å:
1 C -2.062 1.085 2.189  -0.981
2 C -1.610 0.279 1.237  -0.877
3 C -1.350 -0.578 -0.142  0.879
4 C -2.190 -1.898 0.197  -2.080
5 O -1.997 -3.006 -0.701  0.828
6 C -2.928 -4.092 -0.462  -0.619
7 C -2.515 -5.450 -1.236  -0.354
8 O -1.103 -5.784 -1.136  -0.250
9 C -0.516 -6.067 -2.435  0.023
10 C 1.074 -5.668 -2.339  -0.153
11 O 1.908 -6.750 -1.836  -0.467
12 C 1.997 -6.734 -0.384  0.045
13 C 3.345 -6.016 0.183  -0.845
14 N 0.135 -0.640 -0.032  1.539
15 C 0.875 -1.646 0.690  -1.480
16 N 0.841 -3.069 0.233  0.060
17 C 0.550 0.652 -0.505  -0.979
18 N 1.319 1.660 -0.079  0.505
19 B 1.988 1.497 1.307  0.486
20 N 1.405 2.156 2.534  -0.085
21 O 3.210 0.755 1.494  -0.629
22 P 1.691 3.202 -0.822  0.606
23 N 0.852 3.718 -2.039  -0.571
24 O 1.594 4.389 0.438  -0.343
25 O 3.353 3.114 -1.340  -0.550
26 N -0.251 0.709 -1.789  0.623
27 C 0.446 0.692 -3.064  0.025
28 Cl -0.434 1.561 -4.470  -0.111
29 C 1.105 -0.666 -3.626  -0.850
30 C 0.887 -2.014 -2.799  -0.271
31 C -1.635 0.223 -1.559  1.484
32 C -2.756 1.331 -1.077  0.629
33 C -4.194 0.979 -0.555  -0.333
34 C -5.161 2.107 -0.159  -0.542
35 N -5.007 3.535 -0.160  -0.514
36 C -3.700 3.811 -0.682  -0.544
37 C -2.568 2.876 -1.144  -0.816
38 P -2.680 -0.577 -2.913  1.041
39 O -3.836 -1.493 -2.465  -0.615
40 O -3.472 0.763 -3.694  -0.515
41 O -1.878 -1.389 -4.161  -0.399
42 H -2.021 1.780 3.118  0.364
43 H -1.836 -2.256 1.253  0.581
44 H -3.331 -1.733 0.306  0.342
45 H -2.910 -4.295 0.686  0.348
46 H -3.978 -3.775 -0.838  -0.099
47 H -2.894 -5.352 -2.316  0.140
48 H -3.103 -6.311 -0.715  0.285
49 H -0.590 -7.175 -2.734  0.002
50 H -0.939 -5.383 -3.280  0.280
51 H 1.450 -5.345 -3.394  0.294
52 H 1.115 -4.740 -1.657  0.011
53 H 1.100 -6.235 0.142  0.035
54 H 2.041 -7.826 -0.017  0.357
55 H 4.304 -6.403 -0.320  0.319
56 H 3.363 -6.229 1.327  0.312
57 H 3.216 -4.864 0.083  0.046
58 H 2.006 -1.363 0.732  0.329
59 H 0.546 -1.654 1.813  0.289
60 H 0.068 -3.510 0.778  0.231
61 H 1.696 -3.528 0.627  0.157
62 H 0.380 2.280 2.423  -0.044
63 H 1.507 1.430 3.277  0.147
64 H 3.647 0.593 0.625  0.307
65 H 1.454 3.852 -2.870  0.259
66 H 0.738 4.299 0.924  0.263
67 H 3.498 2.140 -1.519  0.366
68 H 1.390 1.373 -2.937  0.275
69 H 0.652 -0.836 -4.687  0.389
70 H 2.251 -0.562 -3.822  0.326
71 H 1.756 -2.122 -2.034  0.245
72 H -0.141 -1.994 -2.294  -0.120
73 H 0.984 -2.928 -3.516  0.304
74 H -4.530 -0.116 -0.436  0.135
75 H -6.211 1.762 0.212  0.327
76 H -3.473 4.951 -0.767  0.334
77 H -1.593 3.319 -1.549  0.288
78 H -4.375 0.465 -3.998  0.304
79 H -2.439 -2.158 -4.459  0.284
80 C 4.072 5.835 2.443  -0.163
81 C 3.470 7.152 2.815  0.509
82 O 4.089 7.455 4.047  -0.298
83 C 5.311 6.853 3.996  0.634
84 O 6.219 7.108 4.737  -0.557
85 O 5.377 5.931 2.991  -0.361
86 F 2.137 7.035 3.020  -0.269
87 H 3.548 4.988 2.897  0.204
88 H 4.110 5.685 1.362  0.144
89 H 3.666 7.955 2.097  0.143
90 C 6.953 8.700 1.172  -0.398
91 C 7.798 9.123 0.014  0.301
92 O 6.870 9.212 -1.048  -0.296
93 C 5.681 9.530 -0.464  0.647
94 O 4.729 9.950 -1.059  -0.524
95 O 5.709 9.320 0.885  -0.281
96 F 8.712 8.173 -0.292  -0.287
97 H 6.815 7.615 1.222  0.205
98 H 7.353 9.046 2.128  0.329
99 H 8.296 10.087 0.149  0.290
100 C -4.997 1.487 -6.973  -0.339
101 C -6.015 2.430 -7.528  0.294
102 O -7.151 1.610 -7.709  -0.308
103 C -7.050 0.637 -6.759  0.553
104 O -7.954 -0.077 -6.427  -0.506
105 O -5.794 0.581 -6.226  -0.207
106 F -5.630 2.903 -8.735  -0.282
107 H -4.460 0.939 -7.753  0.264
108 H -4.270 1.989 -6.333  0.240
109 H -6.264 3.263 -6.864  0.295
110 C -6.969 -4.937 -4.172  -0.499
111 C -6.068 -5.448 -3.095  0.601
112 O -4.876 -5.758 -3.788  -0.189
113 C -4.843 -4.898 -4.846  0.611
114 O -3.861 -4.675 -5.502  -0.563
115 O -6.055 -4.317 -5.063  -0.289
116 F -6.557 -6.587 -2.552  -0.316
117 H -7.499 -5.739 -4.694  0.287
118 H -7.701 -4.220 -3.797  0.321
119 H -5.856 -4.721 -2.304  0.056
120 C 1.749 3.541 7.142  -0.103
121 C 0.904 4.331 6.199  0.230
122 O 0.490 3.367 5.249  -0.264
123 C 0.458 2.186 5.926  0.670
124 O -0.100 1.197 5.527  -0.538
125 O 1.127 2.262 7.109  -0.343
126 F 1.638 5.273 5.562  -0.188
127 H 2.786 3.449 6.806  0.278
128 H 1.743 3.956 8.153  0.032
129 H 0.026 4.793 6.660  0.218
130 C -1.141 -10.980 -3.159  -0.440
131 C -2.406 -10.448 -2.565  0.493
132 O -2.162 -10.509 -1.175  -0.297
133 C -0.814 -10.364 -1.039  0.676
134 O -0.267 -10.095 -0.007  -0.517
135 O -0.163 -10.554 -2.223  -0.300
136 F -3.454 -11.255 -2.853  -0.306
137 H -1.132 -12.072 -3.223  0.303
138 H -0.942 -10.568 -4.150  0.289
139 H -2.640 -9.419 -2.853  0.122
140 C 4.424 3.986 11.710  -0.437
141 C 5.281 4.402 10.559  0.296
142 O 4.365 4.489 9.487  -0.233
143 C 3.172 4.813 10.059  0.676
144 O 2.224 5.234 9.449  -0.601
145 O 3.185 4.609 11.405  -0.303
146 F 6.196 3.449 10.266  -0.280
147 H 4.283 2.903 11.762  0.293
148 H 4.814 4.335 12.667  0.265
149 H 5.781 5.366 10.695  0.302